Molecular formula: C55H142N10O18
Method: DFT, wB97M-V/def2-TZVPD

```
! RIJCOSX wB97M-V def2-TZVPD def2/J DEFGRID3
* xyz 0 1
C -15.9417 -20.9041 8.4655
O -17.1122 -21.6626 8.3280
C -18.0954 -21.6173 9.4077
C -18.5112 -20.1716 9.7829
C -19.2936 -19.9906 11.0960
N -19.2514 -19.3968 8.7776
H -15.4148 -21.0516 9.4082
H -16.1172 -19.8401 8.3070
H -15.2678 -21.2775 7.6944
H -18.9700 -22.1677 9.0609
H -17.6839 -22.0868 10.3012
H -17.5679 -19.6470 9.9344
H -18.8129 -20.3387 12.0103
H -20.2814 -20.4498 11.0553
H -19.4754 -18.9305 11.2725
H -20.2497 -19.5464 8.8100
H -18.9992 -19.6389 7.8300
C -10.7545 -14.7614 1.3631
O -11.3568 -13.9576 0.3137
C -11.4800 -14.6699 -0.8866
C -12.6579 -14.1192 -1.7363
C -14.0543 -14.2598 -1.1253
N -12.7025 -14.7573 -3.0498
H -11.4607 -15.5320 1.6723
H -10.6698 -14.1525 2.2631
H -9.8068 -15.1672 1.0091
H -10.5760 -14.7495 -1.4905
H -11.6970 -15.7200 -0.6907
H -12.4950 -13.0477 -1.8529
H -13.9648 -14.2074 -0.0403
H -14.4852 -15.2246 -1.3931
H -14.7119 -13.4402 -1.4148
H -12.8244 -15.7454 -2.8803
H -13.6056 -14.5031 -3.4238
C -22.9652 -7.2011 -3.0183
O -21.8631 -7.5035 -2.1650
C -21.9017 -8.8974 -1.7391
C -20.7192 -8.9476 -0.7723
C -19.4032 -8.8033 -1.3873
N -20.7556 -10.2634 -0.1453
H -22.8018 -6.2051 -3.4296
H -23.8681 -7.0988 -2.4163
H -23.1214 -7.9394 -3.8049
H -22.7661 -9.1184 -1.1130
H -21.9436 -9.5672 -2.5980
H -20.8172 -8.1853 0.0007
H -18.6542 -8.7559 -0.5968
H -19.3773 -7.8653 -1.9420
H -19.1436 -9.6530 -2.0187
H -21.6808 -10.5351 0.1551
H -20.2086 -10.2169 0.7025
C -17.3042 -16.9902 2.9204
O -16.1302 -17.7531 2.9591
C -16.0031 -18.8961 2.0655
C -16.3470 -20.2387 2.7938
N -16.3778 -21.2760 1.7135
C -16.2205 -22.6011 2.2968
C -17.4306 -22.9747 3.1731
O -17.4532 -24.3890 3.2246
C -18.2615 -24.9451 4.2504
H -17.2445 -16.1407 3.6006
H -18.1987 -17.5610 3.1697
H -17.4457 -16.5667 1.9260
H -14.9800 -18.9369 1.6916
H -16.6660 -18.7383 1.2147
H -17.3122 -20.1624 3.2943
H -15.6074 -20.3471 3.5872
H -15.6165 -21.1166 1.0691
H -15.2992 -22.8015 2.8438
H -16.2168 -23.2623 1.4303
H -18.2851 -22.6694 2.5691
H -17.4822 -22.5086 4.1570
H -18.2835 -26.0348 4.2634
H -19.2929 -24.6605 4.0424
H -18.0157 -24.5875 5.2504
C -9.6382 -29.1483 2.6255
O -10.9416 -29.6764 2.4929
C -11.9765 -28.7316 2.8244
C -13.3474 -29.3991 2.6446
N -13.4465 -30.5346 3.5543
C -14.7361 -31.2191 3.3775
C -14.7502 -32.5688 4.0758
O -13.9556 -33.3541 3.2045
C -13.4231 -34.5541 3.7647
H -9.2602 -28.4871 1.8456
H -8.9415 -29.9834 2.6978
H -9.6564 -28.7184 3.6270
H -11.8572 -27.8143 2.2479
H -11.8830 -28.2590 3.8022
H -13.3088 -29.7988 1.6313
H -14.1837 -28.7305 2.8485
H -12.7171 -31.1894 3.3109
H -15.0382 -31.4104 2.3478
H -15.5849 -30.7155 3.8402
H -15.7447 -32.9306 4.3366
H -14.2854 -32.5271 5.0608
H -14.2464 -34.9849 4.3345
H -12.6550 -34.3211 4.5020
H -13.1153 -35.2022 2.9441
C -18.6025 -30.8167 17.1730
O -19.6275 -31.3219 16.2344
C -19.5727 -32.7087 16.0208
C -20.3747 -33.0420 14.7053
N -19.6706 -32.6629 13.4683
C -20.5205 -33.0164 12.3668
C -19.8514 -32.7073 11.0525
O -19.9291 -31.2490 10.8993
C -19.2133 -30.8208 9.8111
H -17.6383 -31.3149 17.0720
H -19.0133 -30.9909 18.1674
H -18.5296 -29.7310 17.1095
H -20.0035 -33.2117 16.8866
H -18.5317 -33.0279 15.9698
H -21.3653 -32.5881 14.6783
H -20.3663 -34.1314 14.7417
H -19.5662 -31.6602 13.5294
H -21.5121 -32.5640 12.3801
H -20.7555 -34.0802 12.4005
H -20.4286 -33.2185 10.2821
H -18.8712 -33.1804 10.9945
H -18.1627 -31.1082 9.8532
H -19.1429 -29.7344 9.8643
H -19.7010 -31.0463 8.8627
C -12.1086 -20.1209 -0.6917
O -13.2529 -20.3598 -1.4656
C -13.0281 -20.2621 -2.8716
C -14.2761 -20.2691 -3.7407
N -14.9600 -18.9829 -3.6589
C -15.9400 -18.9759 -4.6890
C -17.0134 -17.9250 -4.3327
O -16.6588 -16.5936 -4.5985
C -17.6806 -15.6806 -4.2945
H -11.3271 -20.8175 -0.9947
H -12.3270 -20.3186 0.3578
H -11.7084 -19.1143 -0.8131
H -12.3622 -21.0292 -3.2669
H -12.4775 -19.3675 -3.1624
H -14.9757 -21.0348 -3.4056
H -13.9283 -20.5514 -4.7344
H -15.3572 -18.7258 -2.7666
H -16.3755 -19.9700 -4.7900
H -15.3977 -18.7427 -5.6053
H -17.3145 -18.0572 -3.2935
H -17.9442 -18.1821 -4.8383
H -17.9720 -15.6213 -3.2458
H -18.5772 -15.9627 -4.8464
H -17.4800 -14.6808 -4.6797
C -23.2603 -30.5577 4.5589
O -23.2369 -31.9907 4.4460
C -24.0290 -32.7618 5.3061
C -24.2943 -34.1651 4.6657
N -23.0727 -34.9426 4.3910
C -23.2487 -36.0390 3.4179
C -21.9017 -36.6689 3.1426
O -21.0551 -35.6770 2.5247
C -19.7690 -36.2029 2.2922
H -24.2706 -30.1886 4.3828
H -22.6809 -30.1738 3.7193
H -22.8750 -30.2436 5.5290
H -24.9757 -32.2555 5.4945
H -23.4915 -32.8676 6.2485
H -24.9618 -34.0142 3.8173
H -24.8745 -34.6750 5.4348
H -22.3813 -34.3608 3.9397
H -23.8669 -35.7258 2.5765
H -23.7907 -36.8193 3.9522
H -22.1402 -37.4638 2.4359
H -21.5200 -37.0215 4.1007
H -19.7482 -36.9934 1.5420
H -19.3892 -36.7138 3.1769
H -19.1404 -35.3593 2.0068
C -20.8472 -21.3561 -5.7371
O -20.0373 -21.6385 -4.6118
C -20.8004 -22.2066 -3.5531
C -19.9567 -22.1432 -2.2238
N -19.9066 -20.8105 -1.6080
C -21.1723 -20.4727 -0.9542
C -21.0399 -19.0855 -0.2148
O -22.2230 -18.3315 -0.3260
C -22.2823 -17.1418 0.4090
H -21.2905 -22.2801 -6.1081
H -20.2984 -21.0031 -6.6103
H -21.7015 -20.7175 -5.5123
H -21.1131 -23.2282 -3.7690
H -21.7576 -21.7054 -3.4093
H -18.9477 -22.5430 -2.3247
H -20.4051 -22.7718 -1.4544
H -19.1563 -20.8449 -0.9327
H -21.5475 -21.1746 -0.2095
H -21.9344 -20.3640 -1.7259
H -20.2130 -18.5094 -0.6300
H -20.6876 -19.2184 0.8081
H -21.9494 -16.3654 -0.2798
H -21.6566 -17.1913 1.3001
H -23.2579 -16.9577 0.8590
C -7.3554 -6.9140 5.8021
O -8.2830 -8.0062 5.6194
C -9.6066 -7.9345 6.1344
C -10.3646 -9.1790 5.5550
N -11.7709 -9.0691 5.9640
C -12.3148 -10.4375 5.8978
C -13.8290 -10.4698 6.2783
O -14.5676 -9.8279 5.2845
C -15.9233 -9.7044 5.6415
H -7.3609 -6.5492 6.8292
H -7.7543 -6.0854 5.2169
H -6.3390 -7.2611 5.6161
H -10.0310 -6.9874 5.8012
H -9.6256 -7.9231 7.2242
H -9.8926 -10.0457 6.0178
H -10.3122 -9.3026 4.4733
H -12.2739 -8.6005 5.2240
H -11.7587 -11.1333 6.5261
H -12.2512 -10.7662 4.8605
H -13.8968 -10.0318 7.2742
H -14.1827 -11.4981 6.3529
H -15.9572 -9.1715 6.5918
H -16.4466 -10.6551 5.7432
H -16.5274 -9.1041 4.9612
C -13.7271 -26.3273 7.5119
O -14.1740 -27.6882 7.4549
H -13.9860 -25.8855 6.5497
H -14.0933 -25.7723 8.3756
H -12.6424 -26.3423 7.6181
H -13.6824 -28.1398 6.7650
*
```

Properties
- molecular weight (g mol⁻¹) = 1231.8
- HOMO (eV) = -8.6
- E_LUMO (eV) = 0.4
- HOMO-LUMO gap (eV) = 8.915